DFT (the ωB97M-V functional and the def2-TZVPD basis) results for a cluster of 2 separate species, C6H16 in total at a distorted geometry.

Results
Frontier orbital gap (alpha / beta) = 11.39 / 4.56 eV
Energy = -6470.6061 eV
Highest occupied orbital energy (alpha / beta) = -14.41 / -14.40 eV
Expectation value of S² = 0.753
LUMO (alpha / beta) = -0.111 / -0.362 Ha

```
! RIJCOSX wB97M-V def2-TZVPD def2/J DEFGRID3
* xyz 1 2
C 0.185 -1.410 0.518
C 0.466 -0.546 -0.634
C -0.828 -2.644 0.335
C 1.374 -2.250 1.100
H -0.281 -0.792 1.305
H 0.878 -1.041 -1.539
H 1.203 0.246 -0.468
H -0.397 -3.460 -0.258
H -1.247 -2.987 1.291
H -1.633 -2.148 -0.226
H 1.861 -1.505 1.763
H 1.097 -3.094 1.732
H 1.923 -2.709 0.295
H -0.480 -0.078 -0.919
C -1.318 3.368 -0.517
C 0.189 3.080 -0.717
H -1.743 3.928 -1.341
H -1.895 2.457 -0.398
H -1.519 3.854 0.447
H 0.286 2.012 -0.545
H 0.807 3.569 0.017
H 0.473 3.323 -1.735
*
```

Results of the natural (NBO) charge analysis, in e, for atoms 1 through 8: number 1, C, carries -0.066; number 2, C, carries -0.666; number 3, C, carries -0.476; number 4, C, carries -0.507; number 5, H, carries 0.250; number 6, H, carries 0.247; number 7, H, carries 0.294; number 8, H, carries 0.247

---

DFT (the ωB97M-V functional and the def2-TZVPD basis) results for the ion C13H13N2 with charge +1 at a distorted geometry.

Results
Frontier orbital gap = 6.09 eV
Energy = -16661.4704 eV
Highest occupied orbital energy = -12.71 eV
LUMO = -0.243 Ha

```
! RIJCOSX wB97M-V def2-TZVPD def2/J DEFGRID3
* xyz 1 1
C -3.161 1.077 -0.329
C -2.464 -0.116 -0.041
C -2.521 2.335 -0.243
C -1.094 0.041 0.171
C -0.520 1.296 0.189
C 3.388 0.523 -0.285
C 2.583 -0.587 -0.045
C 2.942 1.909 -0.238
C 0.948 1.180 0.470
C -0.114 -1.126 0.123
C 1.220 -0.399 0.215
C -0.452 -2.047 1.289
C -0.295 -1.914 -1.151
N -1.238 2.396 -0.002
N 1.771 2.296 0.073
H -4.183 1.207 -0.376
H -2.962 -0.982 0.144
H -3.060 3.343 -0.377
H 4.327 0.328 -0.713
H 3.133 -1.561 -0.083
H 3.529 2.550 -0.912
H 0.823 1.119 1.630
H -1.345 -2.708 1.050
H -0.640 -1.501 2.208
H 0.409 -2.685 1.480
H -1.241 -2.486 -1.033
H 0.654 -2.386 -1.265
H -0.437 -1.102 -1.948
*
```

Results of the natural (NBO) charge analysis, in e, for atoms 1 through 8: number 1, C, carries -0.211; number 2, C, carries -0.161; number 3, C, carries 0.064; number 4, C, carries -0.036; number 5, C, carries 0.174; number 6, C, carries 0.031; number 7, C, carries -0.311; number 8, C, carries 0.024

---

DFT (the ωB97M-V functional and the def2-TZVPD basis) results for a structure of composition C6H13NO at a distorted geometry.

Results
Frontier orbital gap = 8.44 eV
Energy = -9966.4323 eV
Highest occupied orbital energy = -7.54 eV
LUMO = 0.033 Ha

```
! RIJCOSX wB97M-V def2-TZVPD def2/J DEFGRID3
* xyz 0 1
C -1.706 0.493 -0.352
C -0.081 0.003 0.626
C 0.635 0.741 -0.373
C -2.188 -0.762 -1.045
N 0.023 -1.346 0.921
C 2.365 0.041 -0.302
C 3.269 0.713 0.395
O -2.575 0.962 0.652
H -2.800 0.218 1.221
H -1.701 1.315 -1.073
H -0.182 0.588 1.547
H -0.250 -1.612 1.857
H 0.849 -1.856 0.645
H 0.484 0.741 -1.446
H 0.815 1.758 -0.040
H 2.652 -0.732 -1.011
H -3.221 -0.667 -1.393
H -1.530 -1.030 -1.871
H -2.170 -1.613 -0.361
H 2.975 1.537 1.043
H 4.336 0.508 0.362
*
```

Results of the natural (NBO) charge analysis, in e, for atoms 1 through 8: number 1, C, carries 0.100; number 2, C, carries -0.035; number 3, C, carries -0.387; number 4, C, carries -0.674; number 5, N, carries -0.844; number 6, C, carries -0.226; number 7, C, carries -0.429; number 8, O, carries -0.727

---

Question: Which value of energy does entry 3 give?
Answer: -9966.4323 eV